[1]
Entry from the Open Molecules 2025 dataset: a molecular structure, C28H48Cl2InN4O5Si in a non-equilibrium geometry (ωB97M-V/def2-TZVPD).

Last column: Mulliken charge in e.
CARTESIAN COORDINATES (ANGSTROEM)
C (-1.708, -0.636, -5.483)  -1.488
C (-0.705, -1.395, -4.622)  1.413
H (-1.430, -0.595, -6.545)  0.446
H (-1.757, 0.400, -5.149)  0.319
H (-2.712, -1.060, -5.384)  0.236
C (-0.077, -2.562, -5.119)  -0.893
C (0.016, -2.883, -6.568)  -1.537
H (0.430, -3.211, -4.450)  0.309
H (0.733, -2.243, -7.124)  0.241
H (-0.947, -2.814, -7.109)  0.311
H (0.404, -3.900, -6.649)  0.365
In (-1.272, 1.089, 0.994)  1.048
Cl (-2.366, 2.964, 1.937)  -0.509
C (0.045, -1.456, 1.864)  -0.210
O (0.218, -0.201, 1.962)  -0.349
N (0.642, -2.330, 2.674)  0.569
C (1.899, -1.990, 3.344)  -0.988
C (0.165, -3.713, 2.822)  -0.992
H (-0.641, -1.864, 1.112)  0.437
H (2.076, -0.915, 3.301)  0.231
H (2.739, -2.523, 2.877)  0.320
H (1.825, -2.315, 4.382)  0.374
H (-0.922, -3.775, 2.669)  0.307
H (0.389, -4.046, 3.844)  0.388
H (0.658, -4.405, 2.126)  0.284
H (1.414, 3.086, 6.075)  0.338
H (0.093, 4.693, 6.152)  0.270
C (1.531, 2.919, 5.008)  -0.781
C (0.131, 4.981, 5.080)  -0.901
N (0.616, 3.811, 4.333)  0.317
H (1.306, 1.876, 4.766)  0.082
C (0.412, 3.595, 3.009)  -0.298
O (0.754, 2.569, 2.389)  -0.480
H (-0.877, 5.269, 4.729)  0.319
H (-0.094, 4.394, 2.462)  0.559
H (2.558, 3.128, 4.713)  0.306
H (0.838, 5.825, 4.967)  0.333
H (1.802, 0.946, -2.935)  -0.934
H (3.540, -2.060, -2.959)  0.346
C (2.871, 0.706, -2.764)  -0.249
C (3.871, -1.458, -2.100)  -1.056
N (2.907, -0.400, -1.838)  0.505
H (3.405, 1.570, -2.356)  0.316
C (2.211, -0.276, -0.676)  -0.221
O (1.324, 0.574, -0.502)  -0.499
H (3.966, -2.096, -1.217)  0.290
H (2.514, -1.023, 0.094)  0.072
H (3.343, 0.367, -3.690)  0.557
H (4.852, -1.020, -2.346)  0.390
O (0.049, -0.535, -3.635)  -0.109
C (-0.985, -1.341, -3.105)  -0.935
C (0.519, -3.083, -2.029)  0.552
C (-0.742, -2.509, -2.224)  0.936
H (1.350, -2.790, -2.658)  0.518
C (0.659, -4.088, -1.093)  -1.482
H (-1.911, -0.796, -2.821)  0.104
C (-1.879, -3.095, -1.609)  -0.477
H (1.642, -4.481, -0.883)  0.385
C (-0.453, -4.610, -0.429)  -0.718
C (-1.736, -4.152, -0.737)  -0.836
H (-2.857, -2.731, -1.908)  0.411
H (-0.324, -5.429, 0.287)  0.683
H (-2.614, -4.595, -0.294)  0.438
Si (0.860, 2.847, -2.398)  1.123
Cl (-2.878, 0.149, -0.462)  -0.512
C (2.195, 3.418, -1.148)  -1.327
C (-0.567, 3.860, -1.646)  -0.954
C (0.729, 2.596, -4.239)  -0.840
H (2.221, 2.702, -0.315)  0.284
H (1.848, 4.388, -0.754)  0.487
H (3.184, 3.562, -1.593)  0.454
H (1.444, 1.858, -4.639)  0.230
H (0.929, 3.565, -4.720)  0.504
H (-0.294, 2.276, -4.474)  0.160
H (-0.327, 4.198, -0.624)  0.093
H (-1.525, 3.326, -1.614)  0.281
H (-0.716, 4.777, -2.244)  0.449
O (-2.672, -0.499, 2.037)  -0.533
N (-3.079, -0.105, 3.220)  0.340
C (-4.401, 0.045, 3.454)  -0.140
C (-4.768, 0.670, 4.626)  -0.649
C (-3.756, 1.067, 5.534)  -0.253
C (-2.426, 0.759, 5.285)  -0.940
C (-2.106, 0.081, 4.133)  -0.101
H (-5.073, -0.309, 2.681)  0.449
H (-5.823, 0.901, 4.775)  0.379
H (-4.007, 1.674, 6.401)  0.377
H (-1.597, 1.075, 5.902)  0.427
H (-1.105, -0.241, 3.857)  0.532

- multiplicity = 2
- total charge = 0
- E (hartree) = -3090.6957
- maximum force (hartree/bohr) = 0.05320
- HOMO level (alpha / beta) (eV) = -3.76 / -3.71
- HOMO-LUMO gap (alpha / beta) (eV) = 3.0 / 3.1

---

[2]
Entry from the Open Molecules 2025 dataset: a molecular structure, C28H48N2O4S (ωB97M-V/def2-TZVPD).

Last column: Mulliken charge in e.
CARTESIAN COORDINATES (ANGSTROEM)
C (0.987, -3.850, -0.644)  -1.271
C (1.250, -2.614, 0.244)  -0.554
C (1.159, -1.306, -0.501)  0.630
C (1.961, -1.208, -1.691)  -0.729
C (2.072, -0.089, -2.433)  -1.144
C (1.374, 1.068, -1.994)  0.399
N (1.418, 2.282, -2.534)  -0.751
S (0.482, 3.217, -1.599)  0.084
N (0.003, 2.146, -0.501)  -0.350
C (0.562, 0.977, -0.824)  1.064
C (0.423, -0.237, -0.075)  0.137
C (-0.493, -0.178, 1.122)  -0.920
C (-1.972, -0.095, 0.793)  0.022
C (-2.644, 1.099, 1.033)  -0.321
C (-3.997, 1.235, 0.789)  -0.701
C (-4.721, 0.172, 0.276)  -0.799
C (-4.061, -1.019, 0.025)  -0.977
C (-2.703, -1.167, 0.281)  1.002
C (-2.061, -2.507, 0.017)  -0.876
H (0.675, -3.579, -1.647)  0.144
H (0.198, -4.456, -0.200)  0.459
H (1.873, -4.482, -0.681)  0.298
H (2.253, -2.679, 0.671)  0.685
H (0.570, -2.594, 1.090)  -0.069
H (2.528, -2.075, -2.005)  0.525
H (2.702, -0.030, -3.309)  0.575
H (-0.315, -0.989, 1.825)  0.335
H (-0.251, 0.741, 1.656)  0.597
H (-2.107, 1.954, 1.424)  0.387
H (-4.531, 2.155, 0.992)  0.541
H (-5.778, 0.259, 0.068)  0.428
H (-4.609, -1.867, -0.367)  0.387
H (-1.496, -2.826, 0.892)  0.186
H (-2.835, -3.257, -0.143)  0.453
H (-1.412, -2.493, -0.857)  0.109
C (4.454, 2.352, 0.186)  -0.985
C (5.434, 1.246, -0.177)  0.382
C (6.831, 1.786, -0.443)  -1.416
O (4.951, 0.509, -1.296)  -0.483
H (4.363, 3.063, -0.640)  0.329
H (3.464, 1.936, 0.377)  0.060
H (4.781, 2.898, 1.073)  0.432
H (5.476, 0.521, 0.638)  0.263
H (6.812, 2.483, -1.285)  0.363
H (7.513, 0.974, -0.697)  0.329
H (7.224, 2.313, 0.427)  0.386
H (4.891, 1.115, -2.044)  0.342
C (1.449, -5.138, -5.706)  -1.380
C (0.405, -5.254, -4.607)  0.478
C (-0.957, -5.647, -5.158)  -1.359
O (0.316, -4.036, -3.868)  -0.435
H (1.159, -4.364, -6.423)  0.352
H (2.416, -4.860, -5.288)  0.328
H (1.560, -6.078, -6.248)  0.396
H (0.728, -5.998, -3.878)  0.245
H (-1.315, -4.887, -5.859)  0.351
H (-1.687, -5.728, -4.353)  0.324
H (-0.910, -6.601, -5.685)  0.396
H (0.031, -3.341, -4.473)  0.268
C (-3.472, 5.110, -0.074)  -1.184
C (-4.813, 5.567, 0.475)  0.347
C (-4.735, 6.955, 1.092)  -1.285
O (-5.300, 4.621, 1.426)  -0.537
H (-2.734, 5.050, 0.733)  0.312
H (-3.558, 4.115, -0.512)  0.297
H (-3.089, 5.794, -0.833)  0.417
H (-5.552, 5.569, -0.328)  0.250
H (-4.028, 6.959, 1.926)  0.340
H (-5.709, 7.258, 1.477)  0.324
H (-4.404, 7.694, 0.361)  0.367
H (-4.672, 4.591, 2.157)  0.348
C (1.510, -0.765, 5.966)  -1.437
C (0.612, -0.021, 4.991)  0.701
C (-0.156, 1.103, 5.669)  -1.321
O (-0.285, -0.920, 4.342)  -0.460
H (0.911, -1.224, 6.757)  0.357
H (2.053, -1.561, 5.454)  0.349
H (2.232, -0.093, 6.431)  0.374
H (1.220, 0.395, 4.185)  0.198
H (-0.805, 0.699, 6.452)  0.342
H (-0.788, 1.623, 4.948)  0.273
H (0.521, 1.825, 6.127)  0.390
H (-0.851, -1.316, 5.013)  0.289

- multiplicity = 1
- total charge = 0
- E (hartree) = -1904.3644
- maximum force (hartree/bohr) = 0.01201
- HOMO level (eV) = -8.35
- HOMO-LUMO gap (eV) = 8.3